The following is a quantum chemistry calculation of a structure of composition C34H35Cl3F3InN6OS in a non-equilibrium geometry, from the OMol25 dataset.

As for the frontier orbital gap: 6.40 eV. The value obtained for the LUMO energy is 0.056 eV. The value obtained for the total energy is -3988.85218 Eh.

```
! RIJCOSX wB97M-V def2-TZVPD def2/J DEFGRID3
* xyz 0 1
In 0.27 -0.22 0.02
C 1.08 4.06 -1.37
N 1.59 3.18 -0.34
C 1.54 3.73 1.01
C 2.64 2.32 -0.66
C 3.95 2.64 -0.26
C 5.08 2.18 -0.95
C 4.96 1.10 -1.84
C 3.65 0.57 -2.07
C 2.51 1.24 -1.56
N 1.23 0.77 -1.79
C 0.71 0.57 -3.05
C 1.45 0.74 -4.25
C 0.97 0.16 -5.44
C -0.25 -0.55 -5.46
C -1.08 -0.50 -4.36
C -0.67 0.16 -3.18
N -1.53 0.54 -2.17
C -1.64 1.98 -1.84
C -2.78 -0.18 -2.05
H 1.64 5.04 -1.41
H -0.02 4.22 -1.24
H 1.24 3.56 -2.36
H 1.96 4.78 0.93
H 2.23 3.14 1.64
H 0.55 3.82 1.45
H 4.08 3.36 0.53
H 6.02 2.64 -0.78
H 5.77 0.65 -2.41
H 3.51 -0.34 -2.66
H 2.37 1.29 -4.18
H 1.42 0.42 -6.40
H -0.64 -1.12 -6.30
H -2.07 -0.92 -4.40
H -1.80 2.50 -2.79
H -0.67 2.34 -1.44
H -2.45 2.15 -1.16
H -3.48 0.18 -2.85
H -3.24 -0.06 -1.07
H -2.61 -1.26 -2.23
F 2.81 -1.00 4.78
C 3.85 -1.15 3.95
F 4.40 0.10 3.65
F 4.82 -1.80 4.64
C 3.50 -1.85 2.68
C 4.18 -3.01 2.37
C 4.04 -3.52 1.10
C 3.23 -2.85 0.18
N 2.42 -1.81 0.53
C 2.54 -1.32 1.75
S 1.66 0.17 2.10
H 4.65 -3.61 3.15
H 4.65 -4.37 0.79
H 3.20 -3.27 -0.81
Cl -1.00 -7.81 -1.34
C -1.05 -6.06 -1.30
C -0.02 -5.36 -1.92
C 0.07 -3.97 -1.75
Cl 1.39 -3.23 -2.58
C -0.82 -3.26 -0.94
O -0.67 -1.97 -0.60
C -1.96 -4.00 -0.41
Cl -3.16 -3.27 0.55
C -2.05 -5.38 -0.59
H 0.76 -5.80 -2.50
H -2.87 -5.93 -0.15
N -1.58 0.46 1.20
C -2.29 0.53 2.17
N -3.15 0.73 3.14
C -4.40 -0.07 3.29
C -5.63 0.82 3.20
C -5.53 2.08 4.10
C -4.18 2.80 4.02
C -2.96 1.91 4.09
H -4.33 -0.60 4.31
H -4.39 -0.85 2.47
H -6.57 0.26 3.45
H -5.87 1.18 2.18
H -5.67 1.71 5.11
H -6.36 2.77 3.83
H -4.14 3.50 4.81
H -4.14 3.37 3.10
H -2.95 1.45 5.10
H -1.96 2.36 3.85
*
```